1.
The following is a quantum chemistry calculation of a structure of composition C33H46OP2RuSi at a distorted geometry, from the Open Molecules 2025 dataset.

Properties
**Orbital gap (alpha / beta)**: 6.18 / 4.16 eV
**DFT total energy**: -2426.4503 Ha
**Highest occupied orbital energy (alpha / beta)**: -13.0 / -13.1 eV
**<S²>**: 6.05
**Energy relative to the best compared isomer or geometry (same formula, charge and spin)**: 5.437 eV

```
! wB97M-V def2-TZVPD RIJCOSX def2/J DEFGRID3
* xyz 2 5
P -1.878 1.828 2.434
P -3.503 1.330 -0.541
C -3.080 2.942 1.559
C -4.218 2.167 0.923
H -2.465 3.486 0.807
H -3.435 3.655 2.305
H -4.591 1.355 1.563
H -5.039 2.838 0.625
C -4.276 2.414 -1.870
H -3.835 2.191 -2.862
H -4.160 3.484 -1.705
H -5.338 2.202 -1.988
C -4.449 -0.171 -1.002
H -5.484 0.109 -1.233
H -4.374 -0.843 -0.137
H -3.989 -0.628 -1.894
C -0.775 3.233 2.713
H 0.057 2.946 3.355
H -1.363 4.039 3.168
H -0.411 3.529 1.733
C -3.036 1.346 3.894
H -3.214 0.244 4.011
H -4.014 1.744 3.606
H -2.610 1.747 4.816
Ru -1.773 -0.185 2.765
C -2.326 1.012 -3.868
C -1.448 2.062 -3.331
C -1.546 3.573 -3.116
C -0.664 3.846 -1.838
C -0.515 2.516 -1.255
C -1.295 1.559 -1.914
C -1.401 0.088 -1.877
C -1.875 -0.302 -3.324
C 0.147 0.171 3.394
H -2.945 1.144 -4.748
H -0.430 1.800 -3.655
H -2.568 3.819 -2.844
H -1.302 4.177 -4.004
H 0.294 4.331 -2.068
H -1.194 4.522 -1.115
H -0.112 2.250 -0.252
H -2.448 -0.800 1.477
H -2.069 -0.387 -1.126
H -0.413 -0.267 -1.604
H -0.938 -0.636 -3.804
H -2.597 -1.117 -3.405
H 0.562 -0.835 3.499
H 0.250 0.675 4.369
H 0.768 0.697 2.668
O 0.356 -1.069 0.799
Si 1.750 -1.803 0.614
C 2.333 -3.022 1.932
C 3.113 -2.581 3.009
C 3.630 -3.493 3.942
C 3.364 -4.860 3.804
C 2.582 -5.307 2.734
C 2.078 -4.392 1.797
C 1.982 -2.725 -1.044
C 3.030 -3.620 -1.299
C 3.186 -4.177 -2.582
C 2.306 -3.831 -3.614
C 1.275 -2.915 -3.370
C 1.115 -2.383 -2.085
C 3.231 -0.628 0.443
C 4.558 -1.018 0.641
C 5.611 -0.169 0.260
C 5.329 1.065 -0.338
C 4.000 1.469 -0.517
C 2.955 0.632 -0.106
H 3.353 -1.517 3.116
H 4.240 -3.131 4.771
H 3.773 -5.574 4.526
H 2.361 -6.371 2.625
H 1.501 -4.760 0.941
H 3.729 -3.889 -0.502
H 4.002 -4.880 -2.766
H 2.422 -4.269 -4.609
H 0.593 -2.618 -4.172
H 0.293 -1.694 -1.899
H 4.786 -1.989 1.086
H 6.644 -0.481 0.432
H 6.146 1.713 -0.661
H 3.777 2.435 -0.979
H 1.917 0.950 -0.232
*
```

---

2.
The following is a quantum chemistry calculation of a structure of composition C33H46OP2SiSr at a distorted geometry, from the Open Molecules 2025 dataset.

Properties
**Orbital gap (alpha / beta)**: 3.14 / 3.14 eV
**DFT total energy**: -2362.9734 Ha
**Highest occupied orbital energy (alpha / beta)**: -3.3 / -3.3 eV
**Energy relative to the best compared isomer or geometry (same formula, charge and spin)**: 1.118 eV

```
! wB97M-V def2-TZVPD RIJCOSX def2/J DEFGRID3
* xyz 0 1
P -0.840 1.259 2.334
P -1.290 1.051 -2.290
C -0.931 1.731 0.468
C -2.039 1.352 -0.604
H 0.065 1.422 0.086
H -0.888 2.840 0.495
H -2.771 0.510 -0.395
H -2.747 2.208 -0.723
C -2.101 2.465 -3.142
H -1.375 3.308 -3.113
H -3.054 2.827 -2.682
H -2.302 2.210 -4.204
C -2.347 -0.410 -2.821
H -3.231 0.013 -3.306
H -2.813 -1.093 -2.048
H -1.826 -1.035 -3.569
C -2.085 2.152 3.289
H -1.778 2.277 4.339
H -3.013 1.554 3.303
H -2.327 3.135 2.867
C -1.375 -0.421 2.758
H -1.871 -1.015 1.973
H -2.129 -0.262 3.551
H -0.543 -1.002 3.193
Sr -1.561 -1.439 -0.444
C -5.315 -0.749 -1.387
C -5.015 0.485 -1.820
C -5.333 1.771 -1.108
C -5.371 1.651 0.435
C -4.337 0.765 1.072
C -4.403 -0.564 1.303
C -5.650 -1.352 1.080
C -6.296 -1.088 -0.298
C 0.845 1.313 3.013
H -4.917 -1.619 -1.945
H -4.828 0.658 -2.886
H -6.285 2.210 -1.445
H -4.622 2.544 -1.397
H -5.223 2.670 0.836
H -6.383 1.366 0.752
H -3.449 1.318 1.384
H -3.680 -1.083 1.946
H -6.389 -1.115 1.869
H -5.433 -2.421 1.207
H -6.835 -1.997 -0.587
H -7.085 -0.344 -0.196
H 1.096 0.354 3.514
H 1.006 2.131 3.742
H 1.621 1.415 2.227
O 1.021 -0.945 -0.148
Si 2.634 -0.910 -0.243
C 3.661 0.703 -0.556
C 3.342 1.915 0.076
C 4.241 2.988 0.060
C 5.458 2.888 -0.631
C 5.769 1.712 -1.316
C 4.868 0.637 -1.285
C 3.543 -1.560 1.316
C 4.746 -1.010 1.792
C 5.433 -1.609 2.860
C 4.915 -2.762 3.469
C 3.713 -3.316 2.990
C 3.038 -2.717 1.920
C 3.386 -1.975 -1.627
C 2.960 -1.763 -2.949
C 3.683 -2.313 -4.015
C 4.812 -3.104 -3.773
C 5.221 -3.359 -2.464
C 4.499 -2.807 -1.388
H 2.389 2.031 0.592
H 3.998 3.913 0.593
H 6.156 3.724 -0.641
H 6.707 1.617 -1.869
H 5.135 -0.271 -1.835
H 5.158 -0.110 1.322
H 6.372 -1.168 3.212
H 5.444 -3.226 4.307
H 3.301 -4.215 3.452
H 2.108 -3.162 1.545
H 2.079 -1.149 -3.143
H 3.363 -2.115 -5.038
H 5.374 -3.528 -4.604
H 6.097 -3.981 -2.248
H 4.830 -3.008 -0.360
*
```

---

3.
The following is a quantum chemistry calculation of a structure of composition C33H47BN8RhSi, from the Open Molecules 2025 dataset.

Properties
**Orbital gap (alpha / beta)**: 7.84 / 7.10 eV
**DFT total energy**: -2148.4697 Ha
**Highest occupied orbital energy (alpha / beta)**: -9.4 / -11.1 eV
**<S²>**: 6.01

```
! wB97M-V def2-TZVPD RIJCOSX def2/J DEFGRID3
* xyz 1 5
Rh -0.035 -0.867 -0.331
C -2.516 -1.152 -2.963
C -1.982 -2.418 -2.382
C -2.304 -3.744 -2.671
C -1.503 -4.511 -1.839
C -1.420 -5.995 -1.722
N -0.751 -3.678 -1.099
N -1.049 -2.395 -1.434
B 0.313 -4.008 -0.014
N -0.186 -3.489 1.343
N -0.792 -2.274 1.400
C -1.452 -2.225 2.556
C -2.385 -1.118 2.923
C -1.240 -3.411 3.272
C -0.441 -4.192 2.464
C 0.072 -5.573 2.691
N 1.654 -3.347 -0.418
N 1.666 -2.069 -0.886
C 2.840 -1.874 -1.497
C 3.136 -0.632 -2.261
C 3.610 -3.030 -1.391
C 2.821 -3.943 -0.711
C 3.122 -5.358 -0.350
H -3.152 -1.358 -3.821
H -1.699 -0.506 -3.293
H -3.116 -0.609 -2.230
H -3.018 -4.104 -3.391
H -2.111 -6.456 -2.425
H -1.679 -6.328 -0.717
H -0.415 -6.355 -1.943
H 0.460 -5.188 0.034
H -2.462 -0.387 2.125
H -2.080 -0.615 3.843
H -3.379 -1.529 3.099
H -1.645 -3.672 4.235
H -0.177 -5.894 3.701
H 1.155 -5.618 2.576
H -0.365 -6.284 1.989
H 2.238 -0.025 -2.378
H 3.491 -0.894 -3.258
H 3.906 -0.030 -1.781
H 4.599 -3.191 -1.783
H 4.151 -5.592 -0.612
H 2.467 -6.050 -0.881
H 2.989 -5.529 0.718
C 0.534 2.766 -5.429
C 1.796 3.156 -5.000
C 2.149 3.025 -3.665
C 1.247 2.503 -2.734
C -0.015 2.112 -3.188
C -0.375 2.243 -4.523
Si 1.701 2.326 -0.926
C 1.525 3.916 0.027
C 0.442 4.777 -0.194
C 0.314 5.963 0.510
C 1.279 6.320 1.446
C 2.367 5.489 1.668
C 2.484 4.296 0.969
H 0.262 2.870 -6.472
H 2.507 3.564 -5.706
H 3.138 3.335 -3.347
H -0.732 1.694 -2.487
H -1.359 1.937 -4.855
H 3.091 1.847 -0.720
H -0.292 4.533 -0.957
H -0.522 6.622 0.316
H 1.190 7.253 1.986
H 3.130 5.773 2.382
H 3.343 3.657 1.150
C -3.486 3.375 3.040
C -2.135 3.630 2.391
N -1.300 2.427 2.327
C -0.551 2.112 3.544
C 0.859 2.678 3.547
C -1.206 1.665 1.230
C -2.117 1.970 0.078
N -0.386 0.655 1.128
H -4.042 4.308 3.126
H -3.371 2.960 4.042
H -4.085 2.676 2.455
H -1.572 4.374 2.958
H -2.247 4.042 1.391
H -0.545 1.030 3.688
H -1.124 2.522 4.376
H 1.450 2.295 2.715
H 1.360 2.411 4.478
H 0.845 3.764 3.459
H -1.801 2.881 -0.434
H -3.142 2.119 0.416
H -2.112 1.159 -0.648
H 0.173 0.494 1.958
*
```

---

4.
The following is a quantum chemistry calculation of a structure of composition C33H47Br2F4N7O6P3S at a distorted geometry, from the Open Molecules 2025 dataset.

Properties
**Orbital gap**: 7.83 eV
**DFT total energy**: -9089.7798 Ha
**Highest occupied orbital energy**: -11.0 eV

```
! wB97M-V def2-TZVPD RIJCOSX def2/J DEFGRID3
* xyz 1 1
C -0.571 -3.097 -0.082
C -1.079 -2.236 -1.256
O -1.207 -0.895 -0.770
C -1.146 0.229 -1.536
O 0.184 0.699 -1.535
C 1.254 -0.227 -1.610
C 2.589 0.521 -1.351
C 3.430 0.704 -2.623
C 3.422 -0.281 -0.320
C 2.779 -0.358 1.069
C 3.786 -1.684 -0.800
C -1.541 0.081 -3.044
C -2.838 -0.736 -3.270
C -2.789 -2.058 -4.094
N -3.452 -1.835 -5.413
N -1.489 -2.645 -4.307
N -3.607 -3.037 -3.325
C -1.349 1.425 -3.819
Br 0.536 1.507 -4.429
P -2.043 1.468 -5.628
N -1.349 -0.015 -6.179
O -3.658 1.142 -5.510
C -1.743 2.752 -3.025
N -2.767 3.332 -3.946
C -2.832 4.437 -4.448
S -3.056 5.898 -4.918
P -0.370 4.073 -2.996
N 0.937 3.849 -2.164
N -2.536 2.462 -1.693
C -3.976 2.161 -2.105
P -2.770 4.146 -0.906
O -3.925 4.203 -0.019
C -1.967 1.413 -0.772
Br -0.650 2.252 0.468
C -2.963 0.727 0.284
F -3.705 -0.226 -0.343
F -2.214 0.105 1.218
C -3.986 1.463 1.211
F -5.131 1.850 0.599
F -3.439 2.439 1.951
H 0.416 -3.496 -0.320
H -0.468 -2.480 0.808
H -1.227 -3.946 0.091
H -0.357 -2.302 -2.064
H -2.047 -2.626 -1.558
H 1.197 -1.058 -0.907
H 1.308 -0.673 -2.611
H 2.342 1.471 -0.875
H 3.313 -0.120 -3.325
H 4.481 0.798 -2.351
H 3.159 1.640 -3.114
H 4.369 0.254 -0.197
H 3.508 -0.660 1.818
H 2.242 0.544 1.363
H 2.035 -1.166 1.064
H 2.919 -2.351 -0.836
H 4.262 -1.692 -1.780
H 4.479 -2.146 -0.095
H -0.718 -0.535 -3.413
H -3.686 -0.185 -3.668
H -3.168 -1.024 -2.273
H -4.435 -1.679 -5.210
H -3.413 -2.703 -5.942
H -1.407 -3.542 -3.848
H -1.323 -2.785 -5.296
H -4.404 -2.591 -2.888
H -3.916 -3.755 -3.969
H -2.045 -0.539 -6.703
H -0.616 0.235 -6.835
H -3.910 0.511 -6.198
H -0.941 5.305 -2.618
H -0.053 4.246 -4.359
H 0.918 2.951 -1.689
H -4.502 1.669 -1.298
H -4.013 1.478 -2.943
H -4.533 3.076 -2.270
H -1.533 4.568 -0.413
H -3.032 4.948 -2.032
H -4.293 0.684 1.916
C 0.853 0.506 4.563
C 0.699 1.357 5.652
C 1.428 1.137 6.808
C 2.304 0.060 6.880
C 2.439 -0.805 5.794
C 1.715 -0.573 4.631
C 3.336 -1.994 5.864
O 3.453 -2.739 4.913
C 4.076 -2.239 7.132
C 4.878 -3.368 7.241
C 5.583 -3.604 8.408
C 5.497 -2.710 9.470
C 4.695 -1.586 9.369
C 3.976 -1.350 8.205
C 3.095 -0.151 8.128
O 3.016 0.631 9.051
H 0.297 0.675 3.650
H 0.014 2.194 5.597
H 1.322 1.795 7.659
H 1.823 -1.237 3.784
H 4.945 -4.058 6.411
H 6.204 -4.487 8.493
H 6.054 -2.894 10.379
H 4.621 -0.889 10.193
*
```